Entry one
The following is a quantum chemistry calculation of 2 unconnected molecules or ions with the total composition C3H3N2O3, from OMol25.

```
11
Properties=species:S:1:pos:R:3:mulliken_spin:R:1
O -0.08 -1.95 0.29 0.2193
N 1.32 1.29 0.00 0.3359
H 3.37 1.69 -0.51 0.0642
O -2.19 -0.10 -0.66 -0.0002
H -1.26 0.11 -0.71 -0.0010
C 2.16 -1.20 -0.16 0.4791
H -2.32 -0.96 -0.39 0.0017
O 2.94 -2.09 -0.32 0.3586
C 2.48 0.97 -0.21 0.3900
N 0.35 0.29 0.03 0.0522
C 0.70 -1.00 0.16 0.1001
```

* HOMO level (alpha / beta): -2.45 / -4.31 eV
* E_LUMO (alpha / beta): 0.148 / 0.088 Eh
* M: 115.07 u
* orbital gap (alpha / beta): 0.238 / 0.247 hartree
* charge: -1
* spin multiplicity: 3



Entry two
The following is a quantum chemistry calculation of a gas-phase ion, C3H3N2O3 (charge -1), from OMol25.

```
11
Properties=species:S:1:pos:R:3:mulliken_spin:R:1
O 2.77 -1.32 -0.03 0.4453
H -2.15 -0.94 -0.95 0.0000
N -0.60 -0.69 0.10 0.0463
C 1.71 0.86 0.13 0.6006
C 2.21 -0.31 -0.09 0.6599
H 2.48 1.62 -0.11 0.0599
N -1.86 -1.43 -0.10 0.0102
O -1.79 1.26 -0.01 0.0152
O 0.45 1.37 0.21 0.1441
C -0.73 0.59 0.10 0.0182
H -2.49 -1.00 0.76 0.0002
```

* HOMO level (alpha / beta): -1.65 / -4.10 eV
* E_LUMO (alpha / beta): 0.144 / 0.091 Eh
* M: 115.07 u
* orbital gap (alpha / beta): 0.204 / 0.242 hartree
* charge: -1
* spin multiplicity: 3



It comes down to entry one, which is 11.9 kcal/mol more stable than the next structure.



Entry one
The following is a quantum chemistry calculation of 7 unconnected molecules or ions with the total composition C24H48O10, from OMol25.

```
82
Properties=species:S:1:pos:R:3:mulliken_charge:R:1
H -2.34 -1.18 0.98 -0.3087
O -2.97 -3.94 1.38 -0.6046
C 2.25 -2.95 0.71 -1.8806
C -5.27 3.79 -1.40 -0.0223
H -4.37 1.80 2.73 0.3000
C -0.21 -0.29 0.79 0.4062
H -2.28 2.54 -4.24 0.2093
C -4.64 0.80 2.53 -0.7850
C 4.32 1.87 -3.01 0.0994
H -0.72 -3.30 3.46 0.4731
C -4.01 -1.48 3.58 -0.6186
H -7.30 4.26 -2.13 0.3319
C 5.32 -3.09 2.98 -0.8269
H -2.92 0.99 -3.64 0.2148
O 0.45 -1.38 0.54 -0.1530
O 0.25 0.83 1.03 -0.5945
H -3.88 2.22 -4.50 0.4209
O 7.24 -1.82 3.74 -0.5937
C 0.33 1.13 -3.58 0.7226
C -1.15 -4.09 3.14 -1.3818
H -4.39 4.31 -0.79 0.2384
H 4.47 -0.35 2.97 0.5877
H 3.32 3.06 0.93 0.4420
C 2.95 2.07 0.47 -0.9777
H -0.44 -4.45 0.05 0.2321
H -1.41 -5.67 0.08 0.3844
C 1.85 -1.61 0.96 0.5586
H 1.73 -0.44 -2.54 0.0777
C 5.99 -1.84 3.33 0.6932
H 1.86 -3.70 1.35 0.4040
C 0.76 -0.33 -3.19 -0.6535
H 5.45 -3.39 1.73 0.1658
H -5.89 0.73 2.65 0.3201
H -0.14 1.76 -1.55 0.1178
H -0.29 -0.78 -2.79 0.0985
H 4.26 -2.95 3.22 0.2306
H -3.85 -2.00 2.57 0.1127
H 3.25 -2.99 0.75 0.4972
H 5.23 -0.48 1.80 0.4453
H -2.19 0.41 0.33 0.3176
H 5.66 -3.85 3.58 0.4181
C 3.93 2.79 -4.10 -2.0542
H 2.96 1.70 1.53 0.2907
H -0.65 -5.04 3.41 0.3513
C -3.63 2.54 -2.52 0.6837
C -3.87 0.07 3.56 0.6595
H 2.10 -1.06 -0.02 -0.3054
H 2.91 2.90 -4.22 0.4222
H -4.21 0.26 1.69 0.1603
H -6.20 5.59 -2.01 0.3901
C 0.25 2.27 -2.46 -0.6609
H 4.03 0.77 -3.13 0.1982
O -3.12 0.66 4.53 -0.6213
H -1.57 -0.96 -0.73 -0.0188
H -2.09 -3.99 3.75 0.3350
O -0.04 1.38 -4.90 -0.6342
H 1.76 -1.36 1.99 0.5731
H 5.48 1.71 -3.01 0.3163
H 4.38 3.69 -4.10 0.4612
O -4.71 3.37 -2.57 -0.3199
H 6.04 0.31 3.08 0.3935
O 3.69 2.33 -1.80 -0.2856
H 0.20 -5.74 0.96 0.2614
H 2.07 -3.42 -0.33 0.2823
O -3.09 2.25 -1.43 -0.4961
O 4.31 0.44 -0.74 -0.6224
H -6.72 5.23 -0.48 0.3038
H -5.63 2.78 -0.91 0.1664
H -0.31 3.20 -2.79 0.2907
C 3.84 1.61 -0.69 0.7825
C -1.61 -0.49 0.37 0.0529
H -3.17 -2.00 4.31 0.0691
C 5.43 -0.50 2.79 -1.4798
H 1.91 2.39 0.27 0.2054
H -5.00 -1.83 3.98 0.3962
C -6.54 4.74 -1.54 -1.1807
H 4.15 2.44 -4.91 0.7772
C -3.14 2.02 -3.80 -0.9258
C -0.80 -4.97 0.71 -1.0467
C -1.67 -4.30 1.75 1.0950
H 0.89 -0.70 -4.36 0.3762
H 1.16 2.71 -2.13 0.2381
```

* HOMO level: -9.61 eV
* E_LUMO: -0.001 Eh
* M: 496.64 u
* SMILES: CCOC(C)=O.CCOC(C)=O.CCOC(C)=O.CC(C)=O.CC(C)=O.CC(C)=O.CC(C)=O
* orbital gap: 0.352 hartree
* charge: 0
* spin multiplicity: 1



Entry two
The following is a quantum chemistry calculation of 7 unconnected molecules or ions with the total composition C24H48O10, from OMol25.

```
82
Properties=species:S:1:pos:R:3:mulliken_charge:R:1
O 20.48 11.16 59.05 -0.5786
O 19.49 8.98 58.78 -0.1802
C 18.14 9.59 58.66 -0.2655
H 18.21 10.42 59.22 0.6202
C 17.17 4.03 46.99 -0.9056
C 22.40 5.79 49.62 -0.9429
O 17.40 4.34 58.71 -0.5656
H 24.76 6.25 51.37 0.3414
H 22.44 6.90 49.77 0.3452
C 16.40 5.04 56.60 -0.6820
H 21.74 5.99 55.35 0.0810
H 20.87 9.53 55.69 0.0606
H 16.44 8.78 59.98 0.2762
H 16.51 4.12 46.14 0.3459
C 21.58 3.25 60.38 -0.0634
H 17.98 3.07 56.03 0.1854
C 20.53 9.91 59.03 0.7749
H 23.42 5.42 52.26 0.2152
H 18.48 9.20 55.19 -0.0005
H 15.76 5.65 57.24 0.2860
H 21.75 3.60 61.41 0.2402
H 16.77 3.01 47.60 0.2240
C 24.52 3.84 58.38 -1.3160
H 17.88 4.36 53.51 0.2424
H 16.63 2.14 56.49 0.3418
H 18.52 4.68 49.49 0.3274
H 18.26 2.26 57.52 0.3264
C 20.45 5.94 57.08 -1.0475
H 24.80 4.74 57.97 0.3996
H 17.14 5.73 56.30 0.0000
H 15.70 4.76 55.81 0.4008
H 17.79 10.43 54.16 0.5434
H 20.43 1.80 61.52 0.4595
H 18.52 5.15 51.88 -0.0991
H 22.39 8.40 58.47 0.1675
O 19.57 11.94 53.95 -0.6310
C 18.37 5.45 48.78 -1.3216
H 17.56 7.62 58.66 -0.0131
C 19.72 5.52 53.60 0.5351
C 18.36 5.22 53.03 -0.6153
H 18.53 9.04 53.56 0.2477
H 20.64 7.31 55.69 -0.5257
H 25.23 3.23 58.91 0.3289
C 21.20 1.76 60.84 -1.5963
H 20.73 3.69 59.89 0.2960
C 20.59 6.25 55.67 0.9256
O 22.75 3.13 59.61 -0.2509
C 18.48 9.84 54.30 -0.9437
C 19.66 10.72 54.41 1.0576
H 18.88 5.71 48.01 0.5759
H 18.25 3.77 46.72 0.2920
H 22.26 5.71 48.61 0.4069
H 21.16 1.00 60.03 0.3208
H 19.59 6.33 57.70 -0.1844
C 23.30 4.21 59.24 0.8851
O 23.10 5.34 59.59 -0.5568
H 21.74 10.86 54.75 0.2895
H 24.08 3.23 57.59 0.3401
H 17.62 6.04 52.81 0.2852
O 19.59 5.80 54.94 0.0066
O 15.88 5.80 48.22 -0.5880
H 20.50 4.99 57.50 0.5437
C 17.59 2.75 56.85 -1.0493
C 17.04 8.56 58.95 -0.6716
C 21.90 9.18 59.23 -1.3167
C 20.89 10.08 54.85 -1.1008
H 22.10 8.69 60.38 0.2402
O 20.63 5.65 52.92 -0.4625
C 17.00 3.99 57.55 0.8393
H 22.02 1.55 61.34 0.5432
O 24.40 4.44 49.25 -0.6023
C 23.67 5.20 50.00 0.7942
H 21.14 9.30 54.24 0.5092
H 18.32 6.26 49.44 0.5412
C 24.10 5.43 51.42 -1.2296
H 24.66 4.72 51.77 0.5307
H 16.01 8.40 58.24 0.2549
H 22.53 9.84 59.18 0.6956
H 21.51 5.36 50.02 0.1587
C 17.05 5.20 48.00 0.5235
H 18.04 9.77 57.55 0.0136
H 21.19 6.52 57.60 0.1206
```

* HOMO level: -9.81 eV
* E_LUMO: 0.003 Eh
* M: 496.64 u
* SMILES: CCOC(C)=O.CCOC(C)=O.CCOC(C)=O.CC(C)=O.CC(C)=O.CC(C)=O.CC(C)=O
* orbital gap: 0.364 hartree
* charge: 0
* spin multiplicity: 1



It comes down to entry two, which is 52.9 kcal/mol more stable than the next structure.



Entry one
The following is a quantum chemistry calculation of a molecular structure, C10H21N2O2, from OMol25.

```
35
Properties=species:S:1:pos:R:3:mulliken_charge:R:1
H 2.96 0.89 1.86 0.4097
O 0.30 -0.67 2.06 -0.6562
H 3.88 -1.37 0.09 0.5722
H -1.61 -0.97 2.41 0.3846
H 2.75 -1.55 1.34 0.3828
N -2.17 -0.52 1.70 0.1176
H -2.91 2.07 0.76 0.5094
C -1.90 1.97 0.50 -1.7978
C -1.36 -0.38 0.42 -0.5651
H -0.13 -1.59 -1.79 0.1018
C -3.20 0.46 -1.20 -1.3997
C 2.85 1.04 0.83 -1.6752
C 0.09 -0.38 0.91 0.7296
H -1.22 1.85 1.29 0.6111
H 1.96 1.40 -1.55 0.3747
C 2.86 -1.38 0.26 -1.6826
C 2.54 0.47 -1.54 -1.3071
H -3.84 0.26 -0.41 0.3947
H 3.90 1.31 0.50 0.4121
O 0.86 -0.02 -0.04 -0.0569
H -1.05 0.82 -1.20 0.5405
H -2.98 -1.01 1.64 0.3233
H -3.06 -0.36 -1.91 0.3525
H -3.44 1.45 -1.70 0.3837
N -1.53 -2.11 -0.27 -0.5376
H 2.09 -0.29 -2.19 0.3121
H -2.38 0.41 2.10 0.4040
H -0.67 -3.38 -1.59 0.4268
C 2.35 0.00 -0.09 1.2432
H 2.32 -2.09 -0.38 0.3076
H -1.56 2.90 -0.01 0.3191
C -1.78 0.72 -0.47 0.4849
H 2.23 1.92 0.73 0.3911
C -0.81 -2.42 -1.26 -0.2525
H 3.63 0.51 -1.78 0.4419
```

* HOMO level: -13.32 eV
* E_LUMO: -0.110 Eh
* M: 201.29 u
* orbital gap: 0.380 hartree
* charge: +1
* spin multiplicity: 1



Entry two
The following is a quantum chemistry calculation of a molecular structure, C10H21N2O2, from OMol25.

```
35
Properties=species:S:1:pos:R:3:mulliken_charge:R:1
H -1.96 -2.44 -1.50 0.4394
H 1.01 0.42 1.54 0.3714
H 3.18 1.56 0.96 0.3324
H -0.11 1.04 -1.82 0.3201
H -3.38 0.29 -0.31 0.3339
H -3.19 -0.61 1.43 0.4298
O -1.25 1.16 1.47 -0.5544
H 3.20 -2.30 -0.72 0.3835
C 3.63 -1.57 -0.14 -1.2146
H -0.86 3.59 -1.45 0.4613
H -2.14 -2.37 1.35 0.4632
H 4.61 -1.75 0.28 0.3287
H -1.88 1.34 -1.50 0.4018
C -1.22 -1.75 1.06 -0.9627
H 3.81 0.33 2.08 0.2895
H -0.57 -1.34 -1.91 0.3081
H 4.68 0.60 0.47 0.4939
C 2.95 -0.47 0.23 0.4607
C -0.85 1.49 -1.03 -0.4523
H -0.47 -2.53 0.81 0.2708
H -2.19 -0.89 -1.98 0.5798
O 1.32 -0.61 -1.46 -0.5901
C -0.52 2.99 -0.73 -1.4400
H -3.58 -1.45 -0.33 0.3852
H -2.07 1.66 1.39 0.4679
H -0.98 -1.01 1.93 0.3180
N -1.64 -0.91 -0.03 0.2685
H -0.86 3.30 0.25 0.3530
C -0.64 0.73 0.31 0.1008
N 0.74 0.36 0.58 0.0517
C -3.09 -0.63 0.23 -1.0141
H 0.49 2.83 -0.66 0.4249
C -1.51 -1.43 -1.40 -1.1818
C 1.59 -0.27 -0.34 0.6802
C 3.77 0.67 0.98 -1.3085
```

* HOMO level: -12.88 eV
* E_LUMO: -0.109 Eh
* M: 201.29 u
* orbital gap: 0.365 hartree
* charge: +1
* spin multiplicity: 1



It comes down to entry one, which is 12.0 kcal/mol more stable than the next structure.



Entry one
The following is a quantum chemistry calculation of C6H8ClN in the gas phase, from OMol25.

```
16
Properties=species:S:1:pos:R:3:mulliken_charge:R:1
C 2.29 -0.76 0.89 -0.5021
H 3.28 -1.37 1.49 0.1985
N 3.01 0.35 0.02 -0.5973
C 0.69 -0.07 -0.63 -0.6631
Cl -2.40 -0.96 -0.04 -0.2321
H 1.03 1.99 0.08 0.2840
H 1.56 -0.50 1.77 0.2077
C -2.19 0.74 0.30 -0.2570
H -1.48 2.41 0.24 0.2122
C -1.11 1.39 0.06 -0.2718
H 4.09 0.12 0.00 0.2901
C 0.27 1.18 -0.24 0.1076
H -3.12 1.19 0.79 0.2972
H 2.45 -1.16 -1.36 0.4728
C 2.04 -0.48 -0.67 0.1039
H 0.03 -0.87 -0.83 0.3494
```

* HOMO level: -8.32 eV
* E_LUMO: 0.021 Eh
* M: 129.59 u
* SMILES: Cl/C=C\C=C\[C@@H]1CN1
* orbital gap: 0.327 hartree
* charge: 0
* spin multiplicity: 1



Entry two
The following is a quantum chemistry calculation of a molecular structure, C6H8ClN, from OMol25.

```
16
Properties=species:S:1:pos:R:3:mulliken_charge:R:1
C -0.77 -2.02 -0.07 -0.8673
H -2.05 2.35 0.54 0.4176
H 0.24 -2.28 0.29 0.3206
C -0.99 1.50 -1.20 -0.7053
C -0.79 0.40 0.74 -0.2021
H 1.06 1.59 0.22 0.3771
H -1.51 -2.41 0.65 0.3084
C -1.42 1.62 0.07 -0.5963
C -0.16 0.22 -1.12 -0.1807
H -0.97 -2.57 -1.00 0.3092
C 0.66 0.60 0.16 -0.0989
H -1.15 2.13 -2.02 0.4433
H -1.00 0.13 1.77 0.5056
Cl 1.97 -0.49 0.72 -0.2246
H 0.29 -0.21 -2.01 0.5111
N -1.08 -0.63 -0.31 -0.3178
```

* HOMO level: -8.55 eV
* E_LUMO: 0.038 Eh
* M: 129.59 u
* orbital gap: 0.352 hartree
* charge: 0
* spin multiplicity: 1



It comes down to entry two, which is 49.7 kcal/mol more stable than the next structure.